No. 1
Here is a cluster of 3 separate species, C3H12N2O3 in total from the Open Molecules 2025 dataset. Energies are from ωB97M-V/def2-TZVPD.

**LUMO**: 0.52 eV
**2S+1**: 1
**SMILES string**: CCNC(N)=O.O.O
**Energy above the lowest of the compared OMol25 structures with the same formula, charge and spin**: 0.4832 eV
**Gap between HOMO and LUMO**: 10.6 eV

Element x y z (Å)
C: 1.48 -0.47 1.74
C: 1.79 0.69 0.77
N: 1.16 0.69 -0.52
C: -0.15 1.07 -0.70
N: -0.84 1.54 0.41
O: -0.71 0.95 -1.76
H: 1.73 -1.43 1.28
H: 0.38 -0.57 1.72
H: 2.01 -0.36 2.69
H: 1.58 1.62 1.29
H: 2.90 0.72 0.66
H: 1.63 0.14 -1.23
H: -1.53 2.21 0.08
H: -0.46 2.03 1.21
O: -1.94 -2.43 0.22
H: -2.64 -1.91 -0.15
H: -1.75 -1.97 1.05
O: -1.87 -1.02 -3.07
H: -0.99 -1.35 -3.08
H: -1.78 -0.16 -2.61


No. 2
Here is an isolated molecule of C13H16N2OS from the Open Molecules 2025 dataset. Energies are from ωB97M-V/def2-TZVPD.

**LUMO**: 0.79 eV
**2S+1**: 1
**SMILES string**: CCCCc1nc2sc3c(c2c(=O)[nH]1)CCC3
**Energy above the lowest of the compared OMol25 structures with the same formula, charge and spin**: 0.0000 eV
**Gap between HOMO and LUMO**: 8.6 eV

Element x y z (Å)
C: -4.26 -1.15 1.30
C: -5.05 -0.20 0.41
C: -4.28 0.38 -0.77
C: -3.12 1.30 -0.37
C: -1.74 0.70 -0.27
N: -0.76 1.53 -0.10
C: 0.47 0.99 -0.02
S: 1.89 1.97 0.20
C: 2.87 0.55 0.17
C: 2.16 -0.60 0.01
C: 0.77 -0.37 -0.10
C: -0.32 -1.29 -0.28
O: -0.27 -2.50 -0.37
N: -1.56 -0.64 -0.36
C: 3.05 -1.79 0.02
C: 4.46 -1.17 -0.11
C: 4.33 0.32 0.31
H: -3.95 -2.04 0.75
H: -3.38 -0.67 1.71
H: -4.88 -1.48 2.13
H: -5.93 -0.73 0.02
H: -5.42 0.63 1.02
H: -4.98 0.97 -1.36
H: -3.93 -0.43 -1.43
H: -3.34 1.76 0.59
H: -3.03 2.12 -1.09
H: -2.36 -1.25 -0.47
H: 2.93 -2.34 0.96
H: 2.82 -2.48 -0.79
H: 4.79 -1.22 -1.15
H: 5.19 -1.69 0.50
H: 4.65 0.47 1.34
H: 4.93 0.97 -0.33


No. 3
Here is a structure of composition C28H46BN6NiO from the Open Molecules 2025 dataset. Energies are from ωB97M-V/def2-TZVPD.

**LUMO (spin up / spin down)**: -2.90 / -4.20 eV
**2S+1**: 3
**Energy above the lowest of the compared OMol25 structures with the same formula, charge and spin**: 0.1863 eV
**Expectation value of S²**: 2.007
**Gap between HOMO and LUMO (spin up / spin down)**: 8.8 / 7.5 eV
**Net charge**: +1

Element x y z (Å)
Ni: 0.02 0.00 0.06
C: -2.77 -2.09 1.39
C: -1.78 -3.02 0.68
C: -0.50 -3.26 1.48
C: -1.50 -2.52 -0.71
C: -1.98 -3.03 -1.91
C: -1.49 -2.20 -2.90
C: -1.86 -2.32 -4.36
C: -2.72 -1.15 -4.80
C: -0.69 -2.56 -5.31
N: -0.73 -1.25 -2.32
N: -0.75 -1.45 -0.97
B: 0.03 -0.01 -2.89
N: 1.51 -0.01 -2.35
N: 1.64 0.04 -0.99
C: 2.93 0.16 -0.68
C: 3.66 0.17 -1.85
C: 2.75 0.06 -2.89
C: 3.19 0.09 -4.33
C: 3.48 1.53 -4.77
C: 2.33 -0.65 -5.35
C: 3.40 0.28 0.74
C: 3.06 -0.96 1.56
C: 2.89 1.57 1.38
N: -0.69 1.28 -2.35
N: -0.83 1.40 -1.00
C: -1.44 2.55 -0.74
C: -1.71 3.20 -1.93
C: -1.23 2.37 -2.94
C: -1.38 2.73 -4.40
C: -0.46 2.06 -5.41
C: -2.85 2.60 -4.82
C: -1.76 3.01 0.66
C: -1.11 4.37 0.94
C: -3.27 3.07 0.87
H: -2.93 -2.42 2.42
H: -3.73 -2.08 0.88
H: -2.42 -1.05 1.41
H: -2.27 -3.98 0.56
H: 0.10 -2.36 1.58
H: 0.13 -4.00 1.00
H: -0.74 -3.60 2.49
H: -2.61 -3.89 -2.05
H: -2.49 -3.22 -4.39
H: -2.14 -0.22 -4.79
H: -3.59 -1.01 -4.16
H: -3.08 -1.30 -5.82
H: -0.14 -1.64 -5.49
H: -1.08 -2.91 -6.27
H: 0.00 -3.31 -4.93
H: 0.00 -0.04 -4.06
H: 4.73 0.25 -1.95
H: 4.15 -0.43 -4.30
H: 2.58 2.13 -4.77
H: 3.89 1.53 -5.78
H: 4.20 2.00 -4.10
H: 1.41 -0.11 -5.58
H: 2.07 -1.65 -5.00
H: 2.89 -0.75 -6.28
H: 4.49 0.35 0.69
H: 1.98 -1.15 1.59
H: 3.39 -0.84 2.60
H: 3.52 -1.85 1.15
H: 1.79 1.64 1.34
H: 3.26 2.45 0.85
H: 3.19 1.64 2.42
H: -2.20 4.15 -2.08
H: -1.14 3.80 -4.41
H: -0.77 1.05 -5.65
H: 0.57 2.04 -5.07
H: -0.49 2.64 -6.34
H: -3.18 1.56 -4.79
H: -2.97 2.96 -5.84
H: -3.50 3.18 -4.17
H: -1.34 2.28 1.35
H: -1.52 5.13 0.29
H: -0.03 4.33 0.79
H: -1.31 4.67 1.97
H: -3.73 3.80 0.20
H: -3.51 3.36 1.90
H: -3.74 2.10 0.67
O: -0.44 0.27 3.24
C: -0.31 0.19 2.14


Question: What is the energy above the lowest of the compared OMol25 structures with the same formula, charge and spin in the second record?
Answer: 0.0000 eV


Question: What is the formula in the second record?
Answer: C13H16N2OS


Question: Among the records above, which one has the highest energy above the lowest of the compared OMol25 structures with the same formula, charge and spin?
Answer: C3H12N2O3


Please write out number 1 again, unchanged.
Here is a cluster of 3 separate species, C3H12N2O3 in total from the Open Molecules 2025 dataset. Energies are from ωB97M-V/def2-TZVPD.

**LUMO**: 0.52 eV
**2S+1**: 1
**SMILES string**: CCNC(N)=O.O.O
**Energy above the lowest of the compared OMol25 structures with the same formula, charge and spin**: 0.4832 eV
**Gap between HOMO and LUMO**: 10.6 eV

Element x y z (Å)
C: 1.48 -0.47 1.74
C: 1.79 0.69 0.77
N: 1.16 0.69 -0.52
C: -0.15 1.07 -0.70
N: -0.84 1.54 0.41
O: -0.71 0.95 -1.76
H: 1.73 -1.43 1.28
H: 0.38 -0.57 1.72
H: 2.01 -0.36 2.69
H: 1.58 1.62 1.29
H: 2.90 0.72 0.66
H: 1.63 0.14 -1.23
H: -1.53 2.21 0.08
H: -0.46 2.03 1.21
O: -1.94 -2.43 0.22
H: -2.64 -1.91 -0.15
H: -1.75 -1.97 1.05
O: -1.87 -1.02 -3.07
H: -0.99 -1.35 -3.08
H: -1.78 -0.16 -2.61